{
  "formula": "C66H159N4O32P5",
  "method": "ωB97M-V/def2-TZVPD",
  "homo_energy_ev": -7.9,
  "energy_ev": -188953.2803,
  "orbital_gap_ev": 8.399,
  "lumo_energy_ev": 0.5370,
  "spin_multiplicity": 1,
  "symbols": ["C", "C", "N", "C", "C", "C", "C", "H", "H", "H", "H", "H", "H", "H", "H", "H", "H", "H", "H", "H", "H", "H", "C", "C", "N", "C", "C", "C", "C", "H", "H", "H", "H", "H", "H", "H", "H", "H", "H", "H", "H", "H", "H", "H", "C", "C", "N", "C", "C", "C", "C", "H", "H", "H", "H", "H", "H", "H", "H", "H", "H", "H", "H", "H", "H", "H", "C", "C", "N", "C", "C", "C", "C", "H", "H", "H", "H", "H", "H", "H", "H", "H", "H", "H", "H", "H", "H", "H", "C", "C", "O", "P", "O", "O", "C", "C", "O", "C", "C", "H", "H", "H", "H", "H", "H", "H", "H", "H", "H", "H", "H", "H", "H", "H", "C", "C", "O", "P", "O", "O", "C", "C", "O", "C", "C", "H", "H", "H", "H", "H", "H", "H", "H", "H", "H", "H", "H", "H", "H", "H", "C", "C", "O", "P", "O", "O", "C", "C", "O", "C", "C", "H", "H", "H", "H", "H", "H", "H", "H", "H", "H", "H", "H", "H", "H", "H", "C", "C", "O", "P", "O", "O", "C", "C", "O", "C", "C", "H", "H", "H", "H", "H", "H", "H", "H", "H", "H", "H", "H", "H", "H", "H", "C", "C", "O", "P", "O", "O", "C", "C", "O", "C", "C", "H", "H", "H", "H", "H", "H", "H", "H", "H", "H", "H", "H", "H", "H", "H", "C", "O", "C", "O", "O", "C", "H", "H", "H", "H", "H", "H", "C", "O", "C", "O", "O", "C", "H", "H", "H", "H", "H", "H", "C", "O", "C", "O", "O", "C", "H", "H", "H", "H", "H", "H", "C", "O", "C", "O", "O", "C", "H", "H", "H", "H", "H", "H"],
  "positions_angstrom": [[-20.04414, -14.33589, 7.18919], [-20.77282, -15.66748, 7.35283], [-19.82086, -16.80402, 7.33881], [-18.67669, -16.78665, 8.33894], [-19.11359, -16.58458, 9.79376], [-19.35424, -17.10689, 5.99385], [-18.65865, -18.46374, 5.81888], [-20.82159, -13.57961, 7.08100], [-19.40159, -14.22610, 6.31559], [-19.47083, -14.17863, 8.10280], [-21.34217, -15.57024, 8.27722], [-21.44663, -15.75185, 6.50021], [-18.15932, -17.72955, 8.16186], [-17.97820, -16.02584, 7.99055], [-19.84723, -15.78397, 9.88811], [-19.61293, -17.52843, 10.01261], [-18.41849, -16.40738, 10.61445], [-18.71257, -16.35133, 5.54056], [-20.21295, -17.13913, 5.32327], [-19.18289, -19.20901, 6.41709], [-17.59995, -18.43217, 6.07627], [-18.74549, -18.75295, 4.77154], [-14.89794, -14.46357, 11.09004], [-14.13129, -15.81756, 11.03731], [-14.22711, -16.62036, 12.27582], [-15.61302, -16.75600, 12.89704], [-15.82358, -17.78067, 13.98288], [-13.32553, -16.06139, 13.34472], [-11.94916, -16.61858, 13.19469], [-15.98421, -14.47412, 11.17950], [-14.79663, -13.91693, 10.15248], [-14.56132, -13.77001, 11.86059], [-14.65794, -16.42259, 10.29929], [-13.11259, -15.66330, 10.68159], [-15.87510, -15.73497, 13.17434], [-16.28239, -17.04269, 12.08596], [-15.42378, -17.48297, 14.95223], [-16.88390, -17.94697, 14.17304], [-15.38840, -18.77175, 13.85449], [-13.71123, -16.39306, 14.30874], [-13.31969, -14.97238, 13.39078], [-11.57997, -16.34864, 12.20529], [-12.19176, -17.68058, 13.23225], [-11.21151, -16.23780, 13.90107], [-16.55478, -20.15396, 11.20002], [-17.82344, -20.39098, 10.37771], [-18.86132, -21.15108, 11.10743], [-20.02128, -21.46278, 10.24384], [-20.91689, -22.48528, 10.97339], [-19.03443, -20.82490, 12.50231], [-19.60385, -19.38451, 12.70222], [-16.22168, -21.15379, 11.47839], [-16.72941, -19.51680, 12.06698], [-15.75936, -19.68392, 10.62168], [-18.30755, -19.47356, 10.04291], [-17.43858, -20.90763, 9.49848], [-20.54686, -20.57189, 9.90008], [-19.61687, -21.94279, 9.35269], [-21.60901, -22.01499, 11.67188], [-21.42487, -23.09117, 10.22308], [-20.24458, -23.13341, 11.53554], [-18.15524, -21.08479, 13.09186], [-19.74425, -21.51323, 12.96105], [-20.64852, -19.23346, 12.43028], [-19.03086, -18.72051, 12.05500], [-19.45106, -19.13743, 13.75279], [-15.07890, -13.34722, 15.58890], [-13.86186, -13.54457, 16.47635], [-12.70701, -12.59622, 16.06656], [-11.52580, -13.00528, 16.88548], [-10.77490, -14.25526, 16.50377], [-12.95099, -11.15482, 16.18467], [-11.96236, -10.33595, 15.35593], [-15.84261, -14.11954, 15.68046], [-14.70165, -13.28189, 14.56835], [-15.55865, -12.37329, 15.68587], [-14.14073, -13.29503, 17.50010], [-13.62447, -14.60716, 16.42501], [-10.70555, -12.28755, 16.89777], [-11.78036, -13.06084, 17.94389], [-9.93669, -14.53458, 17.14211], [-11.43578, -15.11759, 16.59161], [-10.49402, -14.02379, 15.47633], [-12.93213, -10.88398, 17.24031], [-13.95161, -10.90334, 15.83307], [-11.06991, -10.92895, 15.15598], [-11.77415, -9.42477, 15.92375], [-12.50290, -10.18654, 14.42127], [-17.06200, -11.06259, 6.49151], [-17.57303, -11.74090, 7.71416], [-17.07598, -11.21288, 8.94843], [-18.03252, -11.38131, 10.26305], [-18.89422, -12.56953, 10.23891], [-17.00519, -11.35723, 11.52627], [-17.40741, -11.95930, 12.72751], [-17.57273, -10.77268, 13.71152], [-18.75368, -9.97538, 10.45193], [-20.01771, -9.87467, 9.88300], [-20.96242, -9.22237, 10.90838], [-17.01213, -9.98830, 6.66908], [-16.08565, -11.44782, 6.19749], [-17.77941, -11.34641, 5.72153], [-18.65936, -11.65649, 7.74336], [-17.46678, -12.82333, 7.64231], [-18.26764, -12.62860, 12.73936], [-16.58388, -12.45632, 13.24023], [-16.65306, -10.25306, 13.98043], [-18.17670, -9.97967, 13.27055], [-18.09645, -11.10918, 14.60627], [-20.06537, -9.26324, 8.98190], [-20.50825, -10.80266, 9.58921], [-21.03045, -9.82938, 11.81115], [-20.56348, -8.21991, 11.06336], [-21.95860, -9.16362, 10.46988], [-23.05771, -20.73712, 13.99493], [-23.26513, -19.23110, 13.75815], [-23.45547, -18.99642, 12.37278], [-23.47633, -17.44356, 11.91787], [-22.31226, -16.66516, 12.53579], [-23.45411, -17.42060, 10.32171], [-22.74058, -18.48836, 9.65226], [-23.67300, -19.54767, 9.08289], [-24.99204, -16.96555, 12.24339], [-25.39413, -15.61035, 12.22744], [-25.77575, -15.11132, 10.84895], [-23.88002, -21.14326, 14.58398], [-23.16199, -21.30870, 13.07269], [-22.08788, -21.00381, 14.41494], [-24.16497, -18.90719, 14.28110], [-22.41923, -18.64763, 14.12163], [-22.36127, -17.97664, 8.76774], [-21.92674, -18.94477, 10.21570], [-24.23719, -19.96083, 9.91900], [-24.29935, -19.05845, 8.33693], [-23.06992, -20.32447, 8.61279], [-26.27010, -15.53795, 12.87206], [-24.64102, -14.97659, 12.69572], [-24.90983, -15.31458, 10.21889], [-26.60844, -15.65312, 10.40043], [-25.93092, -14.03248, 10.83735], [-19.90995, -20.74496, 17.10454], [-20.94241, -19.67525, 16.93483], [-22.19235, -20.24805, 17.29447], [-23.29541, -19.24128, 17.97949], [-23.00483, -18.70343, 19.31781], [-23.60870, -18.08962, 16.88836], [-22.77809, -16.93643, 17.00590], [-23.24848, -15.95767, 15.93859], [-24.66797, -20.13935, 17.91853], [-25.78783, -19.75901, 18.72476], [-26.85544, -20.83591, 18.68479], [-18.86738, -20.48559, 16.92048], [-19.92906, -21.09430, 18.13687], [-20.16018, -21.63418, 16.52595], [-20.56230, -18.95257, 17.65688], [-20.96106, -19.20536, 15.95149], [-22.85361, -16.49627, 18.00021], [-21.72623, -17.18265, 16.86068], [-22.58492, -15.10609, 15.78822], [-23.31724, -16.37588, 14.93436], [-24.26033, -15.59476, 16.11903], [-25.50396, -19.48854, 19.74179], [-26.28241, -18.85111, 18.37948], [-26.98053, -21.19108, 17.66190], [-26.49909, -21.70792, 19.23317], [-27.81261, -20.67682, 19.18140], [-24.37564, -8.70692, 12.86443], [-25.14179, -9.78660, 13.51526], [-24.30542, -10.93276, 13.48375], [-24.51944, -12.22637, 14.51235], [-25.85068, -12.95448, 14.45580], [-23.23618, -13.15695, 14.21511], [-21.96326, -12.59623, 13.83758], [-21.30104, -11.74729, 14.92417], [-24.16187, -11.55467, 16.00090], [-24.30084, -12.39362, 17.12836], [-25.76868, -12.57459, 17.50826], [-24.91724, -7.76902, 12.98737], [-23.44455, -8.52615, 13.40155], [-24.34428, -8.95262, 11.80295], [-25.37872, -9.53874, 14.54992], [-26.05753, -10.03640, 12.97942], [-21.21799, -13.39140, 13.81831], [-21.98297, -12.13497, 12.85018], [-21.58919, -10.70232, 14.80966], [-21.48738, -12.14671, 15.92108], [-20.22222, -11.75172, 14.76848], [-23.97136, -13.41246, 16.92461], [-23.75230, -11.91951, 17.94225], [-26.40469, -13.00285, 16.73354], [-25.91773, -13.19758, 18.39017], [-26.25415, -11.61279, 17.67366], [-23.63467, -7.85435, 8.59157], [-24.28403, -9.01694, 7.89196], [-23.89737, -10.10886, 8.62946], [-24.75353, -11.51490, 8.46006], [-24.99030, -11.87844, 7.01728], [-24.00571, -12.60541, 9.45141], [-22.60250, -12.38813, 9.80490], [-22.02220, -13.66240, 10.40888], [-26.17835, -11.21784, 9.23799], [-27.34919, -11.96550, 8.86311], [-28.06565, -11.14050, 7.78599], [-23.94583, -6.90902, 8.14701], [-23.83340, -7.73793, 9.65696], [-22.57247, -8.09444, 8.54484], [-25.31554, -8.69069, 7.75909], [-23.98783, -9.20040, 6.85915], [-22.02297, -12.10739, 8.92545], [-22.49914, -11.52325, 10.46018], [-22.22716, -13.83747, 11.46502], [-22.42167, -14.53271, 9.88822], [-20.95213, -13.74082, 10.21681], [-27.13069, -12.94697, 8.44229], [-27.90487, -12.11961, 9.78808], [-28.35272, -10.11529, 8.01969], [-27.46900, -11.15732, 6.87394], [-29.01015, -11.61969, 7.52830], [-22.08511, -9.46297, 18.14227], [-20.82021, -9.76735, 17.55525], [-19.68343, -9.90456, 18.28819], [-19.58999, -9.92938, 19.51298], [-18.63932, -10.03754, 17.40415], [-17.31575, -10.40198, 17.79698], [-22.15372, -8.56907, 18.76223], [-22.28374, -10.24561, 18.87446], [-22.95925, -9.48654, 17.49156], [-16.60028, -10.45248, 16.97621], [-17.15753, -11.26610, 18.44225], [-17.01222, -9.61193, 18.48385], [-16.40565, -16.38169, 17.60003], [-16.72757, -17.46145, 18.45857], [-18.00118, -17.74947, 18.92563], [-19.01627, -17.09782, 18.65685], [-17.83070, -18.88610, 19.70315], [-18.86640, -19.26091, 20.65399], [-15.40146, -16.24789, 17.19778], [-16.66242, -15.52750, 18.22656], [-17.05102, -16.32384, 16.72353], [-18.34659, -20.02784, 21.22819], [-19.82043, -19.62820, 20.27583], [-19.05560, -18.44403, 21.35042], [-18.04431, -14.00501, 21.41562], [-17.37241, -12.73354, 21.36753], [-16.23291, -12.55330, 20.68196], [-15.66053, -13.44173, 19.97722], [-15.79347, -11.30043, 20.81426], [-14.44870, -10.99215, 20.50715], [-17.40760, -14.87060, 21.59854], [-18.62620, -14.15557, 20.50631], [-18.83102, -14.01081, 22.17004], [-14.27879, -10.00592, 20.93910], [-14.13918, -10.96023, 19.46251], [-13.84172, -11.75739, 20.99097], [-19.51612, -15.52198, 13.57840], [-20.08655, -15.33286, 14.81789], [-19.52030, -14.58177, 15.71054], [-18.55096, -13.81893, 15.53185], [-20.25506, -14.69304, 16.84729], [-19.91880, -13.77586, 17.93782], [-18.63467, -14.94900, 13.29059], [-20.22977, -15.27230, 12.79325], [-19.42643, -16.60769, 13.54259], [-20.65637, -14.08835, 18.67703], [-20.02379, -12.72491, 17.66840], [-18.94720, -13.98015, 18.38766]],
  "lowdin_charge": [-0.096, -0.232, -0.167, -0.207, -0.054, -0.286, -0.094, 0.073, 0.071, 0.045, 0.081, 0.112, 0.087, 0.101, 0.051, 0.052, 0.065, 0.103, 0.109, 0.073, 0.065, 0.069, -0.090, -0.215, -0.153, -0.230, -0.091, -0.283, -0.085, 0.054, 0.067, 0.058, 0.101, 0.107, 0.097, 0.093, 0.045, 0.064, 0.079, 0.091, 0.099, 0.065, 0.081, 0.064, -0.079, -0.241, -0.196, -0.221, -0.073, -0.239, -0.049, 0.084, 0.035, 0.077, 0.084, 0.112, 0.087, 0.110, 0.044, 0.071, 0.077, 0.109, 0.089, 0.056, 0.047, 0.061, -0.093, -0.200, -0.140, -0.295, -0.097, -0.275, -0.072, 0.058, 0.059, 0.045, 0.099, 0.092, 0.104, 0.106, 0.077, 0.058, 0.077, 0.093, 0.094, 0.066, 0.074, 0.072, -0.062, -0.312, -0.163, 0.493, -0.223, -0.169, -0.269, -0.061, -0.139, -0.304, -0.050, 0.086, 0.080, 0.084, 0.096, 0.112, 0.101, 0.094, 0.075, 0.070, 0.050, 0.123, 0.081, 0.074, 0.088, 0.043, -0.040, -0.270, -0.195, 0.515, -0.260, -0.179, -0.267, -0.057, -0.170, -0.276, -0.057, 0.078, 0.061, 0.064, 0.116, 0.091, 0.108, 0.087, 0.075, 0.082, 0.078, 0.118, 0.095, 0.058, 0.084, 0.069, -0.068, -0.308, -0.172, 0.507, -0.232, -0.179, -0.260, -0.053, -0.181, -0.290, -0.079, 0.085, 0.077, 0.077, 0.093, 0.107, 0.118, 0.096, 0.054, 0.057, 0.081, 0.112, 0.115, 0.078, 0.071, 0.078, -0.070, -0.297, -0.205, 0.592, -0.257, -0.181, -0.229, -0.048, -0.219, -0.281, -0.080, 0.085, 0.089, 0.071, 0.118, 0.126, 0.097, 0.100, 0.078, 0.075, 0.062, 0.093, 0.106, 0.058, 0.078, 0.076, -0.068, -0.334, -0.199, 0.580, -0.258, -0.186, -0.236, -0.047, -0.217, -0.265, -0.079, 0.085, 0.069, 0.067, 0.121, 0.125, 0.099, 0.091, 0.058, 0.065, 0.046, 0.113, 0.117, 0.075, 0.067, 0.071, -0.043, -0.024, -0.524, 0.115, -0.027, -0.031, 0.097, 0.084, 0.088, 0.083, 0.081, 0.095, -0.048, -0.028, -0.475, 0.099, -0.035, -0.025, 0.084, 0.086, 0.082, 0.094, 0.085, 0.093, -0.020, 0.007, -0.542, 0.049, -0.013, -0.038, 0.100, 0.068, 0.096, 0.100, 0.077, 0.102, -0.054, 0.010, -0.577, 0.074, -0.025, 0.000, 0.091, 0.074, 0.089, 0.100, 0.080, 0.072]
}